(1)
13
Properties=species:S:1:pos:R:3:nbo_charge:R:1 method="wB97M-V/def2-TZVPD" largest_force_ev_per_a=4.8 charge=0 smiles="C=C(O)P(O)C(=O)O" total_energy_ev=-20669.6814 e_homo_ev=-9.148 orbital_gap_ha=0.35126 de_lowest_kj_mol=73.3
C -1.81 0.15 -0.77 -0.518
C -0.75 0.75 -0.18 0.024
O -0.66 1.30 1.04 -0.685
P 0.91 0.49 -0.93 1.040
O 1.79 1.39 0.05 -0.972
C 1.15 -0.93 0.11 0.464
O 1.43 -0.88 1.31 -0.592
O 1.23 -2.05 -0.59 -0.694
H -2.82 0.24 -0.52 0.201
H -1.68 -0.44 -1.62 0.213
H -1.59 1.36 1.36 0.497
H 1.26 1.47 0.93 0.520
H 1.54 -2.85 -0.20 0.500



(2)
15
Properties=species:S:1:pos:R:3:nbo_charge:R:1 method="wB97M-V/def2-TZVPD" largest_force_ev_per_a=3.5 charge=0 smiles="C/C=C(/Cl)CC" total_energy_ev=-17852.7651 e_homo_ev=-9.211 orbital_gap_ha=0.37648 de_lowest_kj_mol=54.6
C -1.74 -0.83 0.48 -0.640
C -1.45 0.41 -0.29 -0.225
C -0.30 0.97 -0.38 0.021
Cl 0.13 2.13 -1.63 -0.033
C 0.90 0.55 0.46 -0.454
C 1.85 -0.36 -0.30 -0.609
H -2.56 -1.37 0.04 0.226
H -2.04 -0.62 1.52 0.219
H -0.80 -1.42 0.53 0.215
H -2.24 0.83 -0.89 0.211
H 0.51 0.08 1.32 0.211
H 1.38 1.45 0.78 0.221
H 2.23 0.05 -1.25 0.219
H 2.77 -0.54 0.23 0.214
H 1.34 -1.32 -0.60 0.204



(3)
22
Properties=species:S:1:pos:R:3:nbo_charge:R:1 method="wB97M-V/def2-TZVPD" largest_force_ev_per_a=6.4 charge=0 total_energy_ev=-25886.7317 e_homo_ev=-7.365 orbital_gap_ha=0.26598 de_lowest_kj_mol=46.7
B 1.74 -1.56 0.12 1.278
C -0.14 -0.03 0.33 -0.258
C -0.90 1.13 0.44 0.461
C -0.90 -1.23 0.29 0.461
C -2.97 -0.15 0.00 0.237
C 1.34 -0.16 0.34 -0.704
C 1.96 0.59 -0.92 -0.577
N -2.21 -1.22 0.23 -0.595
N -0.25 -2.43 0.27 -0.833
N -2.25 1.01 0.17 -0.594
N -0.34 2.42 0.63 -0.794
O 2.81 -2.18 -0.11 -0.882
S -4.52 0.01 -0.42 -0.233
H 1.73 0.33 1.17 0.268
H 1.54 1.62 -0.91 0.207
H 1.64 0.34 -1.91 0.227
H 2.95 0.36 -0.93 0.212
H -0.84 -3.20 0.26 0.394
H -2.87 1.79 0.09 0.418
H -0.98 3.17 0.47 0.393
H 0.55 2.48 0.37 0.375
H 2.92 -3.09 0.02 0.540



(4)
9
Properties=species:S:1:pos:R:3:nbo_charge:R:1 method="wB97M-V/def2-TZVPD" largest_force_ev_per_a=4.5 charge=0 smiles="O=COP(O)O" total_energy_ev=-18565.4572 e_homo_ev=-9.641 orbital_gap_ha=0.37996 de_lowest_kj_mol=69.0
O -0.91 -1.76 0.09 -0.612
C -0.01 -1.39 0.77 0.645
O 0.52 -0.17 0.76 -0.752
P -0.61 0.87 -0.09 1.587
O 0.25 2.18 -0.08 -1.006
O -0.08 0.37 -1.51 -1.041
H 0.70 -2.24 1.27 0.116
H 0.36 2.65 0.76 0.518
H -0.20 -0.50 -1.97 0.544



(5)
14
Properties=species:S:1:pos:R:3:nbo_charge:R:1 method="wB97M-V/def2-TZVPD" largest_force_ev_per_a=7.2 charge=0 smiles="NS(=O)(=O)C1=CC1.Br" total_energy_ev=-89666.7362 e_homo_ev=-9.825 orbital_gap_ha=0.36074 de_lowest_kj_mol=218.6
N -0.30 -1.05 1.65 -1.020
S -0.22 -1.39 0.01 2.295
O -1.08 -2.40 -0.54 -0.849
O 1.22 -1.55 -0.12 -0.959
C -0.61 0.26 -0.64 -0.343
C -1.66 1.07 -0.82 -0.138
C -0.18 1.69 -0.93 -0.384
H -1.09 -0.55 1.94 0.407
H 0.54 -1.02 2.01 0.408
H -2.70 1.18 -1.03 0.244
H 0.14 1.73 -1.97 0.219
H 0.17 2.26 -0.05 0.224
Br 3.41 0.45 0.45 -0.417
H 2.35 -0.68 0.04 0.315



(6)
68
Properties=species:S:1:pos:R:3:nbo_charge:R:1 method="wB97M-V/def2-TZVPD" largest_force_ev_per_a=0.5 charge=+3 total_energy_ev=-211385.4039 e_homo_ev=-16.414 orbital_gap_ha=0.16593
Mo 0.66 -0.16 0.16 1.579
C -1.33 -0.93 -2.04 -0.273
N -1.09 -0.26 -0.73 -0.402
C -2.23 0.11 -0.03 0.098
C -1.99 0.76 1.13 0.082
C -2.79 1.33 2.20 -0.077
C -1.91 1.82 3.11 -0.273
C -0.59 1.55 2.61 0.229
N -0.65 0.93 1.43 -0.524
C -2.60 -0.54 -2.74 -0.033
C -3.58 -1.49 -2.98 -0.226
C -4.75 -1.13 -3.64 -0.177
C -4.94 0.18 -4.04 -0.163
C -3.96 1.14 -3.79 -0.176
C -2.79 0.78 -3.15 -0.235
H -1.33 -2.01 -1.83 0.247
H -0.45 -0.73 -2.66 0.239
H -3.20 -0.13 -0.43 0.283
H -3.86 1.36 2.23 0.278
H -2.12 2.33 4.04 0.283
H 0.35 1.77 3.09 0.251
H -3.43 -2.52 -2.68 0.222
H -5.50 -1.88 -3.84 0.246
H -5.85 0.46 -4.55 0.248
H -4.11 2.16 -4.12 0.238
H -2.01 1.52 -2.98 0.211
O 1.69 -2.10 -3.29 -0.961
As 2.14 -1.57 -1.74 2.479
O 1.52 0.06 -1.53 -0.845
O 0.96 -2.07 -0.62 -0.987
C 3.92 -2.01 -1.26 -0.486
C 4.49 -3.04 -1.99 -0.146
C 5.72 -3.56 -1.58 -0.158
C 6.34 -3.07 -0.45 -0.118
C 5.75 -2.05 0.30 -0.157
C 4.54 -1.52 -0.10 -0.253
S 3.94 -0.10 0.76 2.400
O 4.55 0.02 2.02 -0.850
O 3.93 0.97 -0.20 -0.927
O 2.41 -0.48 0.98 -0.900
H 2.37 -2.06 -3.99 0.547
H 4.00 -3.46 -2.86 0.245
H 6.19 -4.35 -2.16 0.267
H 7.29 -3.47 -0.13 0.267
H 6.23 -1.66 1.19 0.277
Br -0.73 3.78 -2.07 0.128
C -0.77 4.37 -0.28 -0.179
C -1.72 5.32 0.08 -0.196
C -1.74 5.83 1.37 -0.145
C -0.81 5.41 2.31 -0.188
C 0.14 4.45 1.97 -0.276
C 0.14 3.93 0.68 -0.152
I 1.67 2.60 0.18 0.714
H -2.43 5.67 -0.65 0.259
H -2.47 6.58 1.64 0.258
H -0.79 5.84 3.31 0.255
H 0.90 4.16 2.68 0.239
Cl 0.96 -2.15 5.47 0.132
C 0.26 -2.36 3.93 -0.059
C -0.64 -3.39 3.67 -0.106
C -1.16 -3.51 2.40 -0.209
C -0.80 -2.60 1.43 0.071
N 0.06 -1.60 1.69 -0.442
C 0.59 -1.48 2.92 0.014
H -0.90 -4.09 4.46 0.276
H -1.85 -4.30 2.15 0.270
H -1.16 -2.68 0.42 0.225
H 1.31 -0.70 3.10 0.243